The following is a quantum chemistry calculation of a structure of composition C28H47F3N4O4S2Sb2W, from OMol25.

Values from the calculation:
Kohn-Sham gap (alpha / beta)   6.067 / 6.067 eV
Charge   +2
ΔE to the lowest compared entry with this formula, charge and spin   135.2 kJ/mol
LUMO (alpha / beta)   -6.774 / -6.773 eV
HOMO level (alpha / beta)   -0.472 / -0.472 Ha

Last column: Mulliken charge in e.
Element x y z (Å)
W  0.24510  -0.15187  1.28585  0.714
C  -3.75452  -0.61762  0.43508  -1.154
Sb  -1.84058  -1.13600  -0.31184  0.394
C  -1.98829  -3.24278  -0.17858  -0.982
C  -2.01098  -0.56322  -2.37627  -0.888
C  -3.17594  0.36593  -2.50575  0.448
C  -4.40856  -0.14308  -2.90649  -0.723
C  -5.53979  0.65723  -2.93806  -0.584
C  -5.44739  1.98809  -2.56163  -0.775
C  -4.21836  2.51191  -2.19131  -0.826
C  -3.07380  1.71925  -2.16505  1.098
C  -1.74802  2.35972  -1.88173  -1.658
Sb  -0.85514  2.21276  0.06261  0.702
C  -2.33257  2.94275  1.39236  -1.279
C  0.38385  3.91833  -0.06312  -1.093
H  -4.47744  -0.77529  -0.36338  0.655
H  -3.79073  0.42298  0.74480  0.063
H  -3.99146  -1.26140  1.27737  0.484
H  -3.04245  -3.47005  -0.33828  0.506
H  -1.69855  -3.57409  0.81462  0.178
H  -1.37406  -3.72733  -0.93001  0.356
H  -2.15969  -1.49183  -2.92695  0.846
H  -1.04812  -0.15818  -2.68534  0.159
H  -4.48118  -1.18559  -3.19611  0.417
H  -6.48648  0.24382  -3.25814  0.434
H  -6.32197  2.62381  -2.58023  0.437
H  -4.13951  3.56475  -1.94575  0.450
H  -1.82273  3.44209  -2.00132  0.904
H  -0.98248  2.01989  -2.57858  0.418
H  -2.84808  3.77924  0.92315  0.515
H  -1.81028  3.28529  2.28459  0.464
H  -3.04873  2.17478  1.66962  0.255
H  -0.24880  4.79348  0.07980  0.589
H  0.85090  3.93382  -1.04347  0.216
H  1.14900  3.89966  0.70508  0.306
F  4.17572  2.19166  2.81205  -0.234
C  2.93509  2.64558  2.90516  0.613
F  2.62490  2.82143  4.18843  -0.227
F  2.85695  3.82273  2.27830  -0.262
C  1.94884  1.65586  2.26267  0.528
O  0.72893  1.68578  2.59484  -0.839
O  2.33759  0.81255  1.44050  -0.715
C  2.13483  -1.01879  5.30096  -1.328
N  1.42041  -0.55705  4.11654  0.011
C  1.19448  -1.26915  3.01416  -0.329
S  1.25445  -1.36210  -0.10564  0.126
N  1.69088  -2.49609  3.01872  0.031
C  1.48051  -3.58918  2.07575  -0.919
H  2.11818  -0.22648  6.04304  0.381
H  3.17831  -1.24265  5.06880  0.412
H  1.65803  -1.90249  5.73106  0.392
H  1.02487  0.36873  4.15434  0.349
H  2.23953  -2.76353  3.82526  0.277
H  2.37487  -3.76958  1.48009  0.317
H  0.65725  -3.36773  1.40583  0.261
H  1.23805  -4.48796  2.64050  0.370
S  0.50446  -3.29873  -2.68130  -0.519
C  2.07437  -3.02774  -3.20944  0.096
N  2.32323  -3.02551  -4.56021  -0.016
C  3.55025  -2.87760  -5.09751  -0.087
C  4.61246  -2.68888  -4.27014  -0.704
C  4.32290  -2.66852  -2.89392  0.051
N  3.12434  -2.82796  -2.37949  -0.279
H  1.52114  -3.19305  -5.15422  0.242
H  3.61649  -2.92207  -6.17540  0.434
H  5.61483  -2.57157  -4.64886  0.433
H  5.12717  -2.51791  -2.18086  0.437
C  -3.01440  -0.22052  4.04888  -1.393
C  -1.77856  -0.99027  3.63067  0.694
C  -2.03227  -2.46846  3.41492  -0.984
O  -1.26393  -0.37679  2.43068  0.222
H  -3.37894  -0.60990  4.99999  0.462
H  -3.81304  -0.31786  3.31431  0.255
H  -2.78274  0.83593  4.18262  0.355
H  -1.01916  -0.87143  4.40829  0.129
H  -2.91351  -2.64390  2.79671  0.240
H  -2.20203  -2.95182  4.37749  0.484
H  -1.16852  -2.94821  2.95133  0.031
C  3.07909  1.92387  -3.48303  -0.683
C  3.74963  2.82045  -2.43195  -0.750
C  3.36335  2.14244  -1.12997  -0.436
O  2.02529  1.68147  -1.34834  0.005
C  1.95851  1.21618  -2.70075  0.470
H  3.78558  1.19602  -3.88132  0.341
H  2.69164  2.49729  -4.32248  0.325
H  3.34316  3.83187  -2.46305  0.287
H  4.82767  2.88830  -2.56422  0.393
H  3.35207  2.80906  -0.26932  0.168
H  4.01642  1.29119  -0.90625  0.301
H  0.96460  1.44612  -3.08707  0.102
H  2.08364  0.12572  -2.71564  -0.369

Forces on atoms 1 to 3 (eV/Å):
W 0.0 0.4 0.6
C 0.0 0.0 0.0
Sb -0.3 0.3 -0.1

The following is a quantum chemistry calculation of a cluster of 8 separate species, C33H47N8O3S in total in a non-equilibrium geometry, from OMol25.

Values from the calculation:
Kohn-Sham gap   6.029 eV
Charge   +1
LUMO   -3.070 eV
HOMO level   -0.334 Ha

Last column: Mulliken charge in e.
Element x y z (Å)
C  -1.17248  0.36740  -1.07242  -1.135
S  0.32124  1.02018  -1.73639  1.455
O  0.78317  0.18454  -2.79840  -0.689
O  1.25328  1.29236  -0.66993  -0.697
C  -0.01674  2.63708  -2.52588  -0.269
C  -1.46275  3.07757  -2.67905  -0.913
O  -2.11071  3.28184  -1.45019  -0.360
C  -1.46369  4.18696  -0.57662  -0.283
C  0.04808  4.00180  -0.43513  -0.708
N  0.68651  3.72187  -1.75981  -0.164
H  -1.95350  0.41271  -1.82817  0.402
H  -1.46610  0.92355  -0.18593  0.330
H  -0.98530  -0.67640  -0.81595  0.497
H  0.45107  2.55084  -3.50677  0.517
H  -2.01994  2.32087  -3.22859  0.449
H  -1.46998  3.99335  -3.28869  0.378
H  -1.90137  4.01608  0.40599  0.369
H  -1.67304  5.23129  -0.83316  0.240
H  0.49611  4.92584  -0.06918  0.475
H  0.28647  3.22160  0.27905  0.359
H  1.67866  3.49608  -1.65349  0.435
H  0.59737  4.58506  -2.31702  0.204
N  -4.54555  -1.27413  -0.33879  0.044
C  -4.45460  -2.62963  -0.17174  -0.672
C  -4.29210  -2.87816  1.16343  -0.424
C  -4.28418  -1.62266  1.83218  -0.442
C  -4.44399  -0.65123  0.87810  -0.654
H  -4.68246  -0.81247  -1.21856  0.216
H  -4.52041  -3.29974  -1.01176  0.483
H  -4.19662  -3.85351  1.61028  0.523
H  -4.18480  -1.45391  2.89174  0.469
H  -4.50827  0.42070  0.96232  0.472
N  0.30104  -2.74037  0.91450  0.102
C  1.08942  -3.68685  0.31490  -0.986
C  0.45568  -4.89458  0.45345  -0.457
C  -0.75568  -4.66546  1.16465  -0.575
C  -0.82526  -3.32291  1.42655  -0.550
H  0.51989  -1.76259  0.97083  0.243
H  2.02140  -3.42191  -0.15630  0.509
H  0.81530  -5.83799  0.07580  0.592
H  -1.49251  -5.40190  1.43867  0.478
H  -1.57574  -2.73286  1.92384  0.569
N  -0.52114  7.88448  -1.28825  0.193
C  0.68361  8.30238  -0.79203  -0.517
C  1.64142  8.04451  -1.73596  -0.502
C  0.98647  7.45821  -2.85437  -0.427
C  -0.35081  7.37475  -2.54863  -0.749
H  -1.39863  7.95710  -0.80414  0.196
H  0.75673  8.75054  0.18420  0.406
H  2.69049  8.27002  -1.64568  0.451
H  1.44073  7.15484  -3.78400  0.536
H  -1.18505  7.00634  -3.12323  0.458
N  -3.04813  9.51415  1.25563  -0.001
C  -2.70377  10.61039  2.00322  -0.538
C  -3.29633  11.70329  1.43377  -0.362
C  -4.02840  11.25234  0.30150  -0.440
C  -3.85853  9.89816  0.21625  -0.405
H  -2.75999  8.57476  1.45256  0.191
H  -2.07403  10.51850  2.87129  0.377
H  -3.21876  12.71636  1.79019  0.403
H  -4.61548  11.85556  -0.37004  0.408
H  -4.24639  9.18006  -0.48675  0.380
N  1.64699  -6.83901  2.93463  0.274
C  1.73164  -7.20605  4.24864  -0.578
C  2.35525  -8.42518  4.30600  -0.453
C  2.66376  -8.80445  2.97273  -0.399
C  2.21453  -7.80511  2.15064  -0.537
H  1.23376  -5.98866  2.59294  0.159
H  1.34285  -6.57367  5.02831  0.389
H  2.57063  -8.98111  5.20300  0.402
H  3.16423  -9.70356  2.65474  0.401
H  2.25607  -7.69951  1.07987  0.317
N  -0.06557  -4.12872  -2.77578  0.255
C  0.75964  -4.46964  -3.81021  -0.573
C  -0.02467  -4.80354  -4.88338  -0.547
C  -1.37888  -4.65610  -4.47901  -0.540
C  -1.36908  -4.23866  -3.17338  -0.354
H  0.23290  -3.84842  -1.85646  0.248
H  1.83030  -4.44889  -3.69798  0.406
H  0.33149  -5.12269  -5.84838  0.406
H  -2.25631  -4.84310  -5.07536  0.401
H  -2.17467  -4.01914  -2.49249  0.369
N  7.44313  -6.05457  3.82128  0.014
C  6.14657  -6.39977  4.09457  -0.831
C  5.53346  -6.70916  2.91017  0.570
C  6.50173  -6.54252  1.88116  -0.824
C  7.66869  -6.13955  2.47489  -0.441
H  8.12534  -5.78379  4.50444  0.174
H  5.77163  -6.40135  5.10371  0.376
H  4.51049  -7.02349  2.79415  0.262
H  6.35873  -6.70521  0.82556  0.376
H  8.63449  -5.91245  2.05713  0.383

Forces on atoms 1 to 3 (eV/Å):
C -0.4 0.2 0.0
S 1.0 -1.0 0.1
O -0.5 0.0 -0.4

The following is a quantum chemistry calculation of a cluster of 2 separate species, C9H14 in total in a non-equilibrium geometry, from OMol25.

Values from the calculation:
Kohn-Sham gap (alpha / beta)   2.900 / 8.180 eV
<S²>   0.755
Charge   -1
Spin multiplicity   2
ΔE to the lowest compared entry with this formula, charge and spin   276.1 kJ/mol
LUMO (alpha / beta)   4.068 / 3.862 eV
HOMO level (alpha / beta)   0.043 / -0.159 Ha

Last column: Mulliken charge in e.
Element x y z (Å)
C  -2.02864  0.89379  -1.04174  -2.748
C  -1.39177  0.98742  0.36235  1.751
C  -0.61077  -0.02695  0.77679  -1.356
C  -1.33972  2.24846  0.92712  -0.695
C  0.17159  0.17108  1.80943  -0.246
C  -0.42727  2.41352  1.91924  0.083
C  0.31070  1.42664  2.49838  -1.245
H  -2.63486  1.63334  -1.37962  0.680
H  -2.57801  -0.05304  -1.09831  0.334
H  -0.66424  -1.10723  0.18475  0.269
H  -1.76670  3.05739  0.45545  0.424
H  0.77805  -0.63794  2.15570  0.367
H  -0.15513  3.43774  2.18876  0.287
H  0.92788  1.73277  3.31820  0.464
H  -1.27875  1.00550  -1.91056  0.610
C  1.03231  -2.51982  -1.12174  -0.176
C  2.33679  -1.81637  -1.61165  -1.428
H  1.14670  -3.22358  -0.27943  0.274
H  0.36002  -1.73665  -0.60804  -0.357
H  0.24637  -2.87592  -1.80124  0.454
H  3.15504  -2.21370  -1.27992  0.466
H  2.30180  -2.02024  -2.79270  0.219
H  2.10859  -0.77623  -1.67121  0.571

Forces on atoms 1 to 3 (eV/Å):
C 2.4 -2.5 0.7
C -3.6 1.2 -4.0
C -1.1 -4.1 -2.8

The following is a quantum chemistry calculation of a cluster of 3 separate species, C2H5N3O2 in total in a non-equilibrium geometry, from OMol25.

Values from the calculation:
Kohn-Sham gap   6.463 eV
ΔE to the lowest compared entry with this formula, charge and spin   1235.3 kJ/mol
LUMO   -2.152 eV
HOMO level   -0.317 Ha

Last column: Mulliken charge in e.
Element x y z (Å)
C  1.21708  0.40957  0.07192  0.067
C  -1.27390  0.16223  -0.17709  0.163
H  4.06339  -0.55714  1.39125  0.291
H  1.22131  1.51723  0.11493  0.338
H  0.03320  -1.31769  -0.29120  0.286
H  -1.12937  1.20012  -0.44465  0.300
H  -4.15034  -0.07796  -0.78577  0.347
N  2.23418  -0.42425  0.12763  -0.328
N  0.01020  -0.36534  -0.28332  -0.145
N  -2.32134  -0.49554  0.05586  -0.521
O  3.45204  0.26496  -0.14693  -0.416
O  -3.34686  0.33512  0.31509  -0.384

Forces on atoms 1 to 3 (eV/Å):
C -0.5 -3.9 -1.3
C 2.6 1.0 -0.5
H -0.6 2.0 -3.3

The following is a quantum chemistry calculation of an isolated molecule of C24H18N4O5 in a non-equilibrium geometry, from OMol25.

Values from the calculation:
Kohn-Sham gap   7.636 eV
Structure (SMILES)   COc1cc(/C=N/NC(=O)c2ccc3ccccc3c2)ccc1Oc1ccc([N+](=O)[O-])cn1
LUMO   -0.713 eV
HOMO level   -0.307 Ha

Last column: Mulliken charge in e.
Element x y z (Å)
C  -1.63274  -2.33587  1.18548  -0.768
H  -2.12360  -2.19115  2.15047  0.293
O  -0.65158  -1.35279  0.94334  -0.437
C  -0.96523  -0.03588  0.88511  -0.106
C  0.11623  0.79679  0.60590  -0.562
C  -0.01906  2.17572  0.49790  0.688
C  -1.27856  2.74664  0.69097  -1.139
C  -2.35694  1.94019  0.97515  -0.306
C  -2.22211  0.55925  1.06738  0.861
O  -3.33063  -0.21569  1.41741  -0.422
C  -4.46932  -0.09317  0.73931  0.662
N  -4.51005  0.64861  -0.36214  -0.317
C  -5.64061  0.73050  -1.02946  -0.227
C  -6.79688  0.07292  -0.62528  -0.096
C  -6.76188  -0.71633  0.52949  -0.340
C  -5.58281  -0.80672  1.22413  -0.762
H  -5.48487  -1.39664  2.12011  0.446
H  -7.65565  -1.23177  0.84745  0.488
N  -8.00911  0.19512  -1.38090  0.974
O  -8.97388  -0.43341  -0.99784  -0.615
O  -7.99335  0.91775  -2.35519  -0.604
H  -5.63142  1.34035  -1.92228  0.456
H  -3.33265  2.37216  1.13341  0.464
H  -1.40936  3.81523  0.62084  0.350
C  1.12417  3.00509  0.17774  -0.381
N  2.26417  2.47489  -0.01847  0.089
N  3.32195  3.21215  -0.34062  -0.414
C  4.58726  2.70305  -0.53906  0.010
O  5.50475  3.47407  -0.73114  -0.637
C  4.74339  1.23128  -0.47615  0.476
C  3.78859  0.34924  -0.92153  -0.280
C  3.99148  -1.04087  -0.82235  0.642
C  3.00756  -1.96439  -1.23650  -0.567
C  3.22088  -3.30875  -1.11782  -0.713
C  4.42776  -3.79127  -0.58662  -0.500
C  5.40008  -2.92195  -0.17673  -0.746
C  5.20947  -1.52882  -0.27937  0.948
C  6.18959  -0.60031  0.13385  -0.836
C  5.96521  0.74119  0.03683  -0.980
H  6.70915  1.45850  0.34890  0.454
H  7.12315  -0.97269  0.53056  0.386
H  6.32933  -3.28998  0.23434  0.389
H  4.58058  -4.85750  -0.50395  0.392
H  2.46306  -4.01129  -1.43230  0.397
H  2.07911  -1.58672  -1.64014  0.410
H  2.87038  0.70461  -1.36202  0.619
H  3.24511  4.23349  -0.39424  0.259
H  0.95956  4.08596  0.09947  0.346
H  1.08409  0.34276  0.47091  0.696
H  -1.08947  -3.28038  1.19424  0.277
H  -2.38431  -2.36314  0.39142  0.284

Forces on atoms 1 to 3 (eV/Å):
C -0.2 -0.4 0.1
H 0.1 0.0 -0.1
O 0.2 0.2 0.0

The following is a quantum chemistry calculation of a structure of composition C2H5NOS in a non-equilibrium geometry, from OMol25.

Values from the calculation:
Kohn-Sham gap   8.952 eV
ΔE to the lowest compared entry with this formula, charge and spin   506.0 kJ/mol
LUMO   -0.166 eV
HOMO level   -0.335 Ha

Last column: Mulliken charge in e.
Element x y z (Å)
C  -1.02125  -0.23353  0.11862  -0.720
C  0.49081  -0.24611  -0.16189  0.686
H  -1.05216  -2.41808  0.43814  0.272
H  -2.43274  -2.29076  -0.89238  0.288
H  -1.77434  0.65048  -0.34842  0.391
H  -1.21179  0.19412  1.24478  0.273
H  -0.44526  1.76825  0.85433  0.172
N  -1.81389  -1.54135  0.02529  -0.678
O  1.32226  -1.10116  -0.05474  -0.446
S  0.76363  1.53579  -0.04849  -0.237

Forces on atoms 1 to 3 (eV/Å):
C -5.4 -0.6 -0.1
C -1.2 1.7 2.3
H -3.0 3.5 -1.6

The following is a quantum chemistry calculation of a cluster of 2 separate species, CHBr2FO in total in a non-equilibrium geometry, from OMol25.

Values from the calculation:
Kohn-Sham gap   11.356 eV
ΔE to the lowest compared entry with this formula, charge and spin   6.2 kJ/mol
Structure (SMILES)   O=C(F)Br.Br
LUMO   0.378 eV
HOMO level   -0.403 Ha

Last column: Mulliken charge in e.
Element x y z (Å)
C  -0.49392  -1.41902  -0.72246  0.565
O  -0.05112  -1.09638  0.31768  -0.352
F  0.31049  -1.82583  -1.67089  -0.148
Br  0.86475  3.05355  1.15898  -0.194
Br  -2.26778  -1.58430  -1.39460  -0.063
H  1.63758  2.87198  2.31129  0.193

Forces on atoms 1 to 3 (eV/Å):
C 0.5 -0.1 0.7
O -1.1 0.2 0.0
F 0.5 -0.3 -1.1